Entry 1:
DFT (ωB97M-V/def2-TZVPD) results for a structure of composition C49H39BrLaN11O11SSe at a distorted geometry.

For the LUMO energy, the calculation gives 3.1 eV. As for the net charge: -2. The energy above the lowest of the compared OMol25 structures with the same formula, charge and spin is 6.3 kcal/mol. The value obtained for the HOMO energy is -2.9 eV. Its spin multiplicity is 1.

```
114
Properties=species:S:1:pos:R:3:forces:R:3
La -0.48006 -0.23198 0.33233 1.11 2.67 1.08
Br -4.08050 1.75134 -13.17604 0.03 0.01 0.07
C -3.72957 1.87058 -11.30245 -0.06 0.02 -0.08
C -2.72465 1.09747 -10.74528 -0.03 -0.02 0.02
C -2.47836 1.17915 -9.38552 -0.02 -0.04 0.12
C -3.23395 2.02825 -8.56567 0.01 0.07 -0.51
C -4.22735 2.80878 -9.16635 0.03 -0.02 0.14
C -4.48433 2.73174 -10.52461 0.02 -0.03 -0.02
N -3.02063 2.21263 -7.19559 -0.01 -0.07 0.36
N -2.34053 1.28321 -6.66395 -0.04 0.04 -0.23
C -2.02818 1.38497 -5.34486 0.02 0.06 0.34
C -2.40418 2.46161 -4.52024 -0.03 -0.14 -0.27
C -2.04736 2.53648 -3.20025 0.00 -0.05 0.15
C -1.25631 1.52465 -2.58870 0.10 0.04 -0.23
O -0.91122 1.57317 -1.37790 -0.10 0.13 0.10
C -0.84020 0.40997 -3.42926 -0.01 0.03 0.09
N -0.07723 -0.52550 -2.81751 0.16 -0.12 -0.05
C 0.24002 -1.60022 -3.49431 0.12 0.12 0.09
C -0.14110 -1.80203 -4.83203 -0.04 0.00 -0.09
C -0.86969 -0.84160 -5.47026 0.04 -0.03 -0.02
C -1.25164 0.31960 -4.76432 0.02 0.11 -0.05
H -2.13975 0.43816 -11.37266 0.02 0.00 0.02
H -1.69464 0.58728 -8.93339 0.01 0.01 -0.01
H -4.79956 3.47874 -8.53632 0.02 -0.01 0.00
H -5.25951 3.33607 -10.97606 -0.01 -0.01 0.01
H -3.00570 3.23879 -4.97353 0.02 0.05 0.03
H -2.36108 3.36663 -2.57859 0.03 0.01 -0.01
H 0.80663 -2.35769 -2.96573 -0.04 -0.02 0.01
H 0.12771 -2.72535 -5.32788 0.02 0.01 0.00
H -1.18085 -0.95229 -6.50014 0.00 -0.03 0.01
C 4.03249 5.21999 5.73756 -0.06 0.02 0.00
O 4.68664 4.16975 5.05201 0.06 0.00 0.01
C 4.49647 2.90701 5.52210 -0.01 -0.07 0.04
C 3.90306 2.59639 6.73774 -0.02 0.04 0.02
C 3.77604 1.26531 7.12628 -0.10 -0.09 0.00
C 4.18068 0.23479 6.29745 -0.13 0.22 -0.24
C 4.79410 0.56074 5.08118 -0.01 -0.14 0.06
C 4.96285 1.87490 4.70754 -0.01 -0.01 -0.03
N 4.10106 -1.11986 6.75260 0.11 -0.25 -0.15
N 3.68777 -2.03928 6.00937 -0.19 0.03 0.46
C 3.00537 -1.79694 4.79896 0.02 0.12 -0.40
C 3.39735 -2.56033 3.71418 0.12 0.17 0.22
C 3.00707 -2.26201 2.41248 -0.05 -0.04 -0.21
C 2.11537 -1.21732 2.14157 0.28 0.06 0.17
O 1.83209 -0.79701 0.96466 -0.15 -0.06 -0.09
C 1.49146 -0.59408 3.29932 0.04 -0.05 -0.06
N 0.44098 0.21462 3.03106 0.27 0.10 -0.04
C -0.16325 0.82262 4.02103 -0.08 -0.02 -0.08
C 0.20620 0.62544 5.36080 0.03 -0.06 0.12
C 1.23797 -0.22146 5.65308 0.01 0.08 -0.07
C 1.95100 -0.84610 4.60626 0.01 -0.10 0.16
H 4.29051 6.13176 5.20538 0.00 0.01 -0.02
H 4.38071 5.30004 6.77265 0.02 0.01 -0.01
H 2.94929 5.08881 5.71269 -0.04 -0.02 0.00
H 3.52113 3.37237 7.38521 0.00 0.00 0.00
H 3.30784 1.02275 8.07371 0.04 0.01 0.00
H 5.13012 -0.23319 4.42662 -0.01 0.02 -0.02
H 5.43180 2.12867 3.76522 -0.02 0.00 0.01
H 4.12072 -3.34806 3.89699 0.01 0.00 -0.02
H 3.40965 -2.81923 1.57567 -0.02 0.02 0.00
H -0.98013 1.48516 3.76330 -0.01 -0.02 -0.01
H -0.34025 1.13068 6.14668 -0.01 0.00 -0.02
H 1.49388 -0.43195 6.68092 0.10 0.01 0.08
O -0.80786 6.26715 2.94574 0.01 0.00 -0.06
S 0.02629 5.09455 3.05458 -0.02 -0.03 -0.07
O 0.81860 4.99453 4.25846 0.06 -0.02 0.05
N -0.80567 3.73932 2.77475 0.01 0.08 0.05
C -0.36330 3.09016 1.70353 -0.15 0.00 0.05
O -0.82006 2.00999 1.28211 0.06 0.80 0.29
C 0.76969 3.79208 0.99829 0.08 0.05 -0.09
C 1.42794 3.41800 -0.15984 -0.06 -0.03 0.00
C 2.40379 4.26782 -0.66645 0.04 0.01 -0.02
C 2.70557 5.46973 -0.03065 -0.03 -0.03 0.05
C 2.05114 5.83615 1.14119 0.05 0.03 0.05
C 1.09457 4.97342 1.63231 -0.14 -0.06 0.05
H 1.14955 2.51126 -0.68044 -0.03 0.03 -0.04
H 2.92492 3.99641 -1.57688 -0.02 0.00 0.00
H 3.44725 6.13144 -0.46095 0.04 -0.02 0.03
H 2.27745 6.76412 1.65095 0.00 0.00 -0.03
O -2.30718 -1.00546 -1.11847 0.02 -0.22 -0.09
Se -1.74494 -2.56143 -0.97772 -1.28 -2.08 -1.34
O -1.70299 -3.31739 -2.40084 0.12 0.05 -0.12
O -0.21341 -2.35411 -0.35929 0.12 -1.47 -0.40
O -2.66491 -3.36243 0.09101 0.02 0.03 0.22
N 2.77136 0.37255 -1.55981 -0.05 0.10 -0.12
C 3.96191 -0.20384 -1.95458 0.02 -0.02 -0.01
C 5.17699 0.45778 -1.73852 0.01 0.02 0.01
C 6.36375 -0.06985 -2.21710 0.00 -0.06 -0.01
C 6.37865 -1.27216 -2.91397 0.00 -0.01 0.02
C 5.17920 -1.94741 -3.10552 0.02 0.02 0.01
C 3.98684 -1.42837 -2.63156 -0.02 0.03 -0.02
H 2.83423 0.94859 -0.73506 0.03 -0.10 0.09
H 1.96798 -0.24526 -1.53261 0.25 0.04 -0.12
H 5.17470 1.39601 -1.19420 0.00 0.00 -0.02
H 7.29276 0.46123 -2.04443 -0.02 0.02 0.02
H 7.30852 -1.67978 -3.28955 0.00 -0.01 0.01
H 5.17342 -2.89920 -3.62420 -0.02 0.01 -0.01
H 3.05741 -1.96457 -2.77563 0.01 -0.01 -0.01
C -3.14026 -3.71405 3.16903 0.07 -0.02 -0.13
N -3.52236 -2.46935 2.51956 0.07 -0.04 0.07
C -4.71030 -2.33565 1.89748 -0.03 0.07 0.00
C -5.00364 -1.26594 1.12593 -0.05 -0.06 -0.09
C -3.96864 -0.30870 0.94400 0.03 0.20 0.28
N -2.78438 -0.46373 1.50841 -0.38 -0.06 0.20
C -2.48135 -1.59963 2.18978 -0.29 0.04 0.42
O -1.33064 -1.84136 2.53650 -0.14 -0.14 -0.17
N -4.17694 0.82530 0.24217 0.07 -0.10 0.02
H -4.04198 -4.24112 3.47538 -0.01 0.01 0.02
H -2.51763 -3.49099 4.03106 -0.03 0.00 0.03
H -2.56614 -4.31719 2.46501 -0.01 0.01 -0.01
H -5.41325 -3.14404 2.04590 -0.01 0.01 0.05
H -5.95270 -1.17974 0.62011 0.00 0.00 0.03
H -4.89107 0.79948 -0.46503 0.01 0.02 -0.02
H -3.34025 1.34100 -0.00134 -0.04 0.06 -0.03
```
Forces are in eV/Å.

---

Entry 2:
DFT (ωB97M-V/def2-TZVPD) results for a structure of composition C49H39GeN5SeTa at a distorted geometry.

For the LUMO energy, the calculation gives -4.3 eV. As for the net charge: +1. The energy above the lowest of the compared OMol25 structures with the same formula, charge and spin is 61.9 kcal/mol. The value obtained for the HOMO energy is -9.3 eV. Its spin multiplicity is 1.

```
96
Properties=species:S:1:pos:R:3:forces:R:3
Ta 0.03885 0.36509 0.07951 0.23 1.43 0.45
C -5.25680 -1.38458 -5.52061 -1.00 1.50 -0.73
C -4.57498 -2.42665 -4.97897 0.25 -1.36 0.00
C -3.63355 -2.26050 -4.01094 0.99 1.02 0.89
C -3.35984 -0.95148 -3.55719 0.96 -0.66 1.15
C -4.06023 0.07983 -4.09030 -0.86 1.78 -1.10
C -4.98315 -0.10656 -5.12618 0.14 0.91 1.30
C -2.35262 -0.50747 -2.52218 0.43 -1.45 -0.02
C -2.75358 0.20001 -1.42629 0.63 -0.88 -1.84
C -4.06036 0.21808 -0.83409 0.85 1.20 -1.14
C -4.16017 0.62883 0.40489 -0.83 0.66 2.48
C -3.01667 1.18555 1.25314 -1.56 -1.21 0.67
C -2.74951 0.65761 2.64628 0.50 0.82 -2.64
C -3.82304 0.64671 3.60982 -0.97 0.26 1.77
C -4.39986 -0.57282 4.02449 0.36 0.73 -0.83
C -5.32289 -0.62934 5.04833 0.81 2.14 -0.19
C -5.61518 0.57076 5.71947 -0.46 -0.28 -0.16
C -5.02772 1.79530 5.37864 -0.15 -1.50 -0.27
C -4.14854 1.82436 4.29420 0.13 1.49 0.30
C -1.49622 0.31667 2.96570 -0.34 -0.65 -0.04
N -0.32837 0.12770 2.15502 1.05 -0.35 0.24
C 0.69744 -0.20197 3.07078 -0.05 0.97 0.59
C 2.06599 -0.29210 2.92572 -1.53 -1.35 -2.06
C 2.93683 -0.52460 4.06100 0.42 -1.92 -0.79
C 3.43378 -1.79783 4.34547 0.44 0.92 1.32
C 4.35340 -1.91843 5.39950 -0.21 -2.65 -0.17
C 4.88259 -0.83782 6.04714 -0.59 1.72 0.92
C 4.39061 0.43803 5.70026 1.34 0.05 0.44
C 3.45272 0.54142 4.68326 1.04 2.98 1.47
C 2.61322 -0.57379 1.65274 1.14 1.63 0.23
C 4.04098 -0.77498 1.38012 -3.16 -0.07 0.07
C 4.07292 -1.11488 0.08105 1.24 -0.61 -0.40
C 2.78622 -1.04131 -0.49190 -0.52 -0.15 -1.61
N 1.87117 -0.58077 0.50378 0.86 -1.11 -1.08
C 2.50058 -1.44480 -1.81760 0.41 0.11 1.53
C 1.20173 -1.39172 -2.35883 -0.46 -0.40 -1.23
C 0.79049 -1.94090 -3.63870 2.97 0.34 1.91
C -0.52796 -1.67970 -3.75748 -1.24 0.09 -1.68
C -0.93377 -0.94387 -2.65539 -2.13 0.69 0.15
N 0.08532 -0.77402 -1.75900 0.78 -0.06 0.33
C 3.63042 -2.15948 -2.57623 -1.96 1.10 0.27
C 4.45263 -1.50516 -3.46985 0.39 -0.39 -0.03
C 5.40917 -2.25862 -4.12899 0.89 0.81 0.37
C 5.54545 -3.58771 -3.86906 -0.42 -0.76 0.30
C 4.63440 -4.26780 -3.05704 1.00 -1.40 -0.60
C 3.67671 -3.53853 -2.41567 -0.97 -0.30 0.68
C 0.13616 -0.23801 4.39809 0.52 -0.70 2.17
C -1.17986 0.01873 4.33598 1.57 -0.29 0.71
N -1.70119 0.72189 -0.75087 0.63 0.10 0.58
H -6.06734 -1.45657 -6.21348 -0.16 -0.73 -0.55
H -4.75255 -3.41576 -5.32195 -0.32 -0.74 -0.24
H -3.09348 -3.10174 -3.60485 0.02 -0.11 0.04
H -3.88250 1.09900 -3.72936 0.06 -0.36 -0.18
H -5.53170 0.76884 -5.47835 0.13 -0.42 -0.16
H -4.87960 0.13679 -1.51364 -0.62 -0.78 0.08
H -5.13041 0.66645 0.87579 -0.12 0.06 0.17
H -4.10848 -1.42621 3.43647 -0.02 -0.48 0.15
H -5.75330 -1.54087 5.33159 -0.66 -1.07 0.37
H -6.40215 0.54175 6.46705 0.30 0.08 0.20
H -5.25870 2.64705 5.99564 0.02 0.33 -0.23
H -3.71127 2.84298 4.05755 -0.27 -1.54 -0.05
H 3.11261 -2.63990 3.78177 -0.32 -0.64 -0.20
H 4.62139 -2.95171 5.77499 -0.13 1.26 -0.76
H 5.54850 -0.94527 6.91402 -0.17 -0.04 -0.62
H 4.83076 1.35468 6.17258 -0.62 -0.99 -0.48
H 3.18503 1.55120 4.34698 -0.16 -0.41 0.22
H 4.79029 -0.77925 2.10977 0.91 -0.01 0.76
H 4.97318 -1.49335 -0.38855 -0.26 0.23 -0.38
H 1.58806 -2.38914 -4.25105 -1.05 0.06 -0.03
H -1.20126 -1.87216 -4.60081 0.58 -0.04 0.44
H 4.49703 -0.45039 -3.64735 -0.56 0.51 0.23
H 6.19591 -1.75067 -4.67747 -0.28 -0.04 -0.29
H 6.38809 -4.09419 -4.26146 0.54 -0.61 -0.51
H 4.73504 -5.38440 -2.97797 -0.27 1.33 0.18
H 2.91305 -4.01333 -1.77876 0.52 0.20 -0.29
H 0.74037 -0.50572 5.34841 -1.15 0.62 -1.93
H -1.80081 0.06197 5.21114 -0.48 0.05 -0.21
Se -2.89789 4.15090 0.20002 0.01 0.08 0.32
C -2.64713 2.54695 0.77456 -0.12 0.18 -1.08
N -1.88515 1.42630 0.43211 1.33 -0.19 0.17
C -0.65468 2.91724 -3.19936 0.73 -0.75 -0.16
Ge 0.89246 3.28003 -2.02937 0.53 -0.70 -0.10
C 2.63059 2.71167 -2.88469 -1.79 1.84 0.46
C 1.02682 5.10772 -1.38824 -1.47 0.55 -0.61
C 0.96680 2.26489 -0.25213 -0.87 -0.63 -0.68
H -1.30859 3.76572 -3.17048 -0.63 0.29 0.22
H -1.14243 1.98291 -2.86265 0.04 0.60 -0.35
H -0.33355 2.81650 -4.25591 -0.03 -0.13 0.62
H 2.39337 2.10882 -3.74294 0.45 0.01 -0.50
H 3.15361 2.21058 -2.13352 0.87 -1.31 1.01
H 3.17610 3.65398 -3.00042 -0.03 -0.30 -0.86
H 1.28765 5.88700 -2.10078 -0.13 -0.17 -0.37
H 1.82140 5.07552 -0.71392 1.39 0.03 1.38
H 0.13048 5.45147 -0.83809 0.34 -0.32 -0.28
H 0.59039 2.93746 0.51324 -0.25 0.24 0.26
H 2.02028 2.13594 -0.07716 0.66 -0.04 0.16
```
Forces are in eV/Å.

---

Entry 3:
DFT (ωB97M-V/def2-TZVPD) results for a structure of composition C49H40AlF3NO3PSSb.

For the LUMO energy, the calculation gives -3.5 eV. As for the net charge: +1. The energy above the lowest of the compared OMol25 structures with the same formula, charge and spin is 7.1 kcal/mol. The value obtained for the HOMO energy is -10.6 eV. Its spin multiplicity is 1.

```
100
Properties=species:S:1:pos:R:3:forces:R:3
Al 0.19106 -0.32145 1.79608 0.16 0.41 0.20
C 0.98391 -4.86143 2.23763 0.02 -0.02 -0.01
C 0.72120 -3.51900 1.55655 -0.05 -0.01 -0.05
C 0.97166 -3.58493 0.05712 0.04 -0.07 -0.05
C -0.68685 -3.05235 1.92450 -0.09 0.17 -0.07
C -1.84544 -3.89448 1.40826 -0.10 0.11 -0.08
O -2.85604 -2.90725 1.03406 0.10 -0.12 0.16
C -2.30137 -1.70777 1.05132 -0.20 0.13 -0.20
N -1.05747 -1.69102 1.39480 0.42 -0.26 0.17
C -3.23233 -0.58814 0.73099 0.19 -0.14 0.03
C -4.53111 -0.97674 0.38932 0.04 -0.04 -0.04
C -5.52241 -0.04149 0.15564 -0.04 0.04 -0.01
C -5.23554 1.30818 0.27460 -0.06 0.00 -0.02
C -3.95412 1.70766 0.61758 0.01 0.02 0.01
C -2.93575 0.78543 0.83863 0.11 -0.01 -0.02
P -1.31636 1.49850 1.31536 -0.41 -0.08 0.13
C -1.66937 2.47093 2.80603 0.01 -0.04 0.08
C -1.72897 1.79869 4.02853 -0.07 0.04 0.01
C -1.98927 2.50150 5.19579 0.01 0.00 -0.04
C -2.20184 3.87240 5.14741 0.01 -0.02 0.01
C -2.16764 4.54072 3.93008 -0.01 0.00 0.00
C -1.89799 3.84662 2.76039 -0.03 -0.01 -0.01
C -0.87122 2.70782 0.04926 0.29 -0.04 -0.05
C -1.53643 2.85207 -1.16375 -0.04 0.06 -0.01
C -1.11872 3.81911 -2.07055 0.03 -0.06 -0.05
C -0.03234 4.63028 -1.77622 -0.01 0.00 0.00
C 0.65297 4.47007 -0.57666 -0.03 0.02 0.03
C 0.24037 3.50946 0.33193 0.02 -0.02 -0.01
H 2.00002 -5.19870 2.03020 -0.04 0.02 0.01
H 0.30191 -5.63117 1.86257 0.03 0.02 0.01
H 0.86691 -4.79655 3.32156 -0.01 0.01 -0.04
H 1.41554 -2.78776 1.98590 0.02 0.04 0.04
H 0.44146 -4.41615 -0.41569 0.00 0.04 0.01
H 2.03621 -3.72710 -0.14305 -0.07 0.00 0.04
H 0.66332 -2.66697 -0.44452 0.01 0.01 -0.01
H -0.72295 -2.96969 3.01180 -0.08 0.05 0.05
H -2.28963 -4.53463 2.16026 -0.04 -0.06 0.04
H -1.60443 -4.47423 0.52079 0.00 0.02 -0.10
H -4.76538 -2.02817 0.31714 0.00 0.03 0.00
H -6.52077 -0.37108 -0.10309 0.05 0.02 0.00
H -6.00579 2.05117 0.10766 0.03 -0.03 0.02
H -3.73925 2.76531 0.71996 -0.02 -0.03 0.02
H -1.56916 0.72993 4.08895 0.08 0.01 -0.01
H -2.00751 1.97037 6.13873 0.00 0.03 -0.02
H -2.39138 4.42389 6.06024 -0.01 -0.03 -0.04
H -2.34635 5.60820 3.88924 0.02 -0.04 0.01
H -1.86618 4.38258 1.82054 0.04 -0.01 -0.01
H -2.38285 2.22240 -1.40810 0.04 0.01 -0.02
H -1.63783 3.92579 -3.01536 0.01 -0.02 0.03
H 0.28639 5.38372 -2.48659 -0.01 -0.03 0.03
H 1.50817 5.09427 -0.34704 -0.04 -0.03 -0.01
H 0.78002 3.38543 1.26459 -0.01 0.00 -0.02
O 0.60937 -0.22362 5.62850 0.04 0.02 -0.04
C 1.04845 -0.33582 4.51304 0.28 0.05 -0.04
O 0.25270 -0.62662 3.48912 -0.36 -0.11 0.09
C 2.51397 -0.21634 4.19471 -0.12 0.04 -0.01
C 3.36493 -0.29453 5.29896 0.03 -0.01 0.04
C 4.73816 -0.22299 5.16636 -0.02 -0.01 0.02
C 5.28553 -0.05056 3.90239 0.05 0.00 0.00
C 4.46031 0.04658 2.79712 -0.06 -0.01 0.02
C 3.06861 -0.03792 2.91723 0.18 -0.03 0.08
S 2.26331 0.19760 1.33599 -0.18 -0.03 -0.30
H 2.90393 -0.41313 6.27135 0.03 -0.01 -0.04
H 5.37601 -0.30051 6.03791 -0.04 0.02 -0.04
H 6.36017 0.01281 3.77281 -0.07 0.00 0.01
H 4.89058 0.19955 1.81397 -0.02 -0.02 0.03
F 0.27883 -5.72436 -5.23100 -0.01 0.01 -0.01
C 0.24407 -4.55541 -4.57268 0.02 -0.02 -0.03
C -0.81370 -4.30316 -3.72304 -0.05 0.02 0.07
C -0.82581 -3.09829 -3.03250 0.06 0.04 -0.01
C 0.19114 -2.15592 -3.19326 0.05 -0.17 0.16
C 1.23088 -2.44266 -4.07771 -0.10 -0.04 -0.09
C 1.26522 -3.64741 -4.77217 0.07 0.14 0.03
Sb 0.04012 -0.32230 -2.09491 0.02 -0.11 -0.20
C 2.08174 0.27051 -2.06645 0.15 0.06 0.07
C 2.38835 1.63291 -1.98881 -0.03 -0.12 0.00
C 3.69413 2.06437 -1.79741 -0.15 0.03 0.01
C 4.68547 1.11262 -1.67461 0.06 -0.02 -0.01
F 5.95011 1.52023 -1.47982 0.01 0.00 0.01
C 4.42708 -0.24185 -1.74018 -0.08 -0.07 0.00
C 3.11541 -0.65775 -1.92641 -0.03 0.09 -0.04
C -0.61319 0.75149 -3.81282 -0.09 0.11 -0.06
C -1.96531 0.65228 -4.14555 0.04 0.13 -0.01
C -2.46352 1.24404 -5.29935 -0.01 -0.05 0.10
C -1.58489 1.93854 -6.10841 -0.05 0.00 -0.03
F -2.05622 2.51735 -7.22423 -0.01 0.01 0.00
C -0.24235 2.05538 -5.81464 0.12 -0.02 0.08
C 0.24258 1.45052 -4.65942 -0.10 0.03 -0.04
H -1.59897 -5.04078 -3.60985 0.03 0.05 -0.01
H -1.65740 -2.89417 -2.36410 0.01 -0.01 0.04
H 2.01888 -1.71955 -4.25501 0.00 -0.02 0.05
H 2.06593 -3.88428 -5.46263 -0.05 0.02 0.04
H 1.60143 2.37775 -2.07081 0.05 -0.06 -0.01
H 3.94666 3.11532 -1.73231 -0.01 -0.04 -0.02
H 5.23950 -0.94937 -1.63648 -0.02 0.02 0.00
H 2.90799 -1.72195 -1.95233 -0.01 0.03 -0.01
H -2.65277 0.10549 -3.50397 0.04 0.01 -0.03
H -3.50670 1.17067 -5.57811 0.03 0.00 0.01
H 0.40687 2.60183 -6.48700 -0.02 -0.02 0.02
H 1.29938 1.52910 -4.43281 -0.02 -0.01 -0.01
```
Forces are in eV/Å.

---

> Which of these has the lowest net charge?

C49H39BrLaN11O11SSe

---

> Number 3 is which compound?

C49H40AlF3NO3PSSb